Below is the molecule C2H5ClO3S in a non-equilibrium geometry, with properties calculated with ωB97M-V with the def2-TZVPD basis set.

The total energy is -1163.2324 Ha. As for the largest force on an atom: 5.528 eV/A. The value obtained for the LUMO energy is 0.000 hartree. As for the SMILES: C[C@H](O)S(=O)(=O)Cl. For the energy relative to the best compared isomer or geometry (same formula, charge and spin), the calculation gives 30.8 kcal/mol.

```
! RIJCOSX wB97M-V def2-TZVPD def2/J DEFGRID3
* xyz 0 1
C 0.55748 -0.53050 0.06760
C -0.62734 0.30520 -0.46952
O -0.67023 1.79705 0.28929
S -2.13977 -0.38873 0.30042
O -2.43175 -1.74831 -0.05458
O -2.06534 -0.00846 1.68627
Cl -3.67170 0.72542 -0.50496
H 0.22283 -1.53911 0.12161
H 1.50860 -0.41226 -0.46273
H 0.77276 -0.42166 1.05424
H -0.59344 0.65532 -1.47785
H -1.23412 1.60035 1.11011
*
```